No. 1
# C22H23F3N2O4S

C22H23F3N2O4S as an isolated structure at a distorted geometry (the ωB97M-V functional and the def2-TZVPD basis, the OMol25 dataset).

```
55
Properties=species:S:1:pos:R:3:forces:R:3
F -3.3583 0.4115 4.5893 0.938 0.388 -0.475
C -2.5974 1.2854 3.9045 -0.827 0.565 -0.166
F -3.3548 1.7385 2.8663 0.707 -0.407 0.542
F -2.3367 2.3412 4.6976 -0.011 -0.682 -0.450
S -0.9485 0.5033 3.2966 -0.523 0.148 0.269
C -0.5721 1.3752 1.7526 -1.685 1.583 1.072
C 0.8296 1.8383 1.7471 0.866 0.092 -0.255
C 1.1744 3.0597 1.1043 0.023 -0.454 0.105
C 2.4991 3.3876 0.8327 0.310 -0.424 0.404
C 3.5401 2.5387 1.2791 -2.111 -0.511 -0.189
N 4.8263 2.6506 0.6783 3.162 0.449 -1.389
O 5.7376 1.8635 1.0160 -1.845 1.275 -0.278
O 5.0038 3.5088 -0.2236 -0.652 -1.411 1.720
C 3.2351 1.4154 2.0687 -0.122 0.594 -0.294
C 1.8956 1.0981 2.3152 0.539 0.102 -0.356
O -0.0293 0.7893 4.3769 -0.572 -0.093 -0.613
O -1.2791 -0.8611 2.9822 0.249 0.129 0.248
H -1.2491 2.2659 1.7407 0.415 -0.707 0.067
H 0.3798 3.7536 0.8222 0.226 -0.303 -0.102
H 2.7423 4.2849 0.2731 0.014 -0.171 0.072
H 4.0584 0.8034 2.4419 -0.398 0.130 -0.114
H 1.7172 0.2621 2.9793 -0.131 -0.063 -0.317
C 1.7497 3.8786 -4.5017 0.366 -0.019 0.082
C 2.2745 2.4427 -4.4305 -0.183 -0.201 -0.135
C 2.2156 1.8526 -3.0162 0.144 0.169 0.194
N 0.9083 2.0768 -2.3744 0.418 -0.700 -0.542
C 0.3853 1.1347 -1.5681 -1.306 0.072 0.790
C -0.8828 1.2262 -0.9951 0.813 0.340 -1.663
C -1.3206 0.4347 0.0916 1.959 -0.789 1.321
C -2.7362 0.0622 0.2000 -1.432 -0.074 -0.147
C -3.1389 -1.1076 0.8760 0.513 0.171 0.273
C -4.4630 -1.3316 1.2202 -0.665 0.301 -0.414
C -5.4665 -0.4447 0.7791 0.658 -0.496 -0.082
C -5.0975 0.5987 -0.0735 -0.499 0.019 -0.274
C -3.7663 0.8189 -0.4169 0.458 0.112 0.917
C 0.4242 3.4404 -2.3800 -0.130 0.829 -0.384
C 0.4157 4.0438 -3.8037 -0.514 -0.307 0.349
H 2.4824 4.5410 -4.0269 -0.009 0.008 -0.035
H 1.6626 4.1870 -5.5462 0.077 0.021 0.063
H 1.7001 1.7966 -5.1113 -0.021 0.150 0.200
H 3.3080 2.4109 -4.7928 -0.105 -0.028 0.146
H 2.4057 0.7723 -3.0726 -0.125 0.297 0.143
H 3.0032 2.2965 -2.3753 -0.199 -0.031 -0.234
H 0.9945 0.2302 -1.3958 -0.089 0.648 0.088
H -1.6196 1.8639 -1.5125 0.626 -0.088 0.662
H -0.6115 -0.2960 0.4974 -0.463 -0.534 -1.105
H -2.3798 -1.8392 1.1630 -0.269 0.432 0.105
H -4.7303 -2.2027 1.8203 0.098 0.207 -0.235
H -6.5158 -0.6494 1.0145 0.432 0.266 0.001
H -5.8782 1.2519 -0.4910 0.435 -0.363 0.146
H -3.5198 1.6256 -1.1091 -0.140 -0.141 0.368
H -0.5894 3.4956 -1.9657 0.444 -0.107 -0.078
H 1.0774 4.0567 -1.7285 -0.104 -0.220 -0.183
H 0.1399 5.1042 -3.7431 0.073 -0.186 0.060
H -0.3795 3.5508 -4.3828 0.170 0.014 0.102
```
Positions in Å, forces in eV/Å.

## Properties
Net charge: 0
Frontier orbital gap in eV: 6.6

Results of the Mulliken charge analysis, in e, for atoms 1 through 5: number 1, F, carries -0.22; number 2, C, carries 0.64; number 3, F, carries -0.21; number 4, F, carries -0.23; number 5, S, carries 1.07

No. 2
# C14H11Cl5NOSm

C14H11Cl5NOSm as an isolated structure (the ωB97M-V functional and the def2-TZVPD basis, the OMol25 dataset).

```
33
Properties=species:S:1:pos:R:3:forces:R:3
Sm 0.8173 0.0885 0.3248 -0.326 -0.830 0.441
Cl 3.9609 -1.8564 0.1975 -0.029 0.057 0.038
C 2.5425 -2.8506 0.0321 0.279 0.047 -0.009
C 1.3499 -2.1853 -0.0599 -0.224 0.936 0.126
C 0.1951 -2.9069 -0.1466 -0.081 0.077 -0.121
Cl -1.2754 -1.9155 -0.2432 -0.007 0.152 -0.041
C 0.1580 -4.2842 -0.1879 -0.118 -0.178 -0.008
Cl -1.3242 -5.1163 -0.3174 0.018 -0.053 -0.001
C 1.3919 -4.9518 -0.1209 0.012 0.000 0.014
Cl 1.4233 -6.6482 -0.1731 -0.003 -0.050 -0.002
C 2.5979 -4.2351 -0.0053 0.051 -0.103 0.006
Cl 4.0960 -5.0367 0.0935 0.003 -0.066 -0.006
O -0.3219 -0.2561 2.4556 0.097 0.409 -0.493
C -1.3711 0.7564 2.3348 0.145 0.017 0.244
C -0.9102 2.0830 2.8924 0.025 0.084 0.071
C 0.2964 2.6940 2.1623 -0.311 0.128 -0.084
C -0.0285 3.2558 0.7990 0.004 -0.160 -0.038
C -0.3960 4.5764 0.6395 -0.056 0.130 0.002
C -0.7130 5.0469 -0.6260 -0.005 0.065 -0.018
C -0.6520 4.1826 -1.7107 -0.034 0.092 -0.032
C -0.2755 2.8797 -1.4857 -0.012 -0.091 0.110
N 0.0273 2.4136 -0.2567 0.214 -0.329 -0.079
H -0.2827 -0.6000 3.3597 0.117 -0.077 -0.142
H -2.2761 0.4065 2.8208 -0.056 -0.138 0.028
H -1.6013 0.8211 1.2669 -0.094 -0.014 -0.162
H -0.6601 1.9450 3.9461 -0.005 0.040 0.017
H -1.7465 2.7852 2.8600 0.001 -0.022 0.005
H 1.1015 1.9576 2.0829 0.307 -0.123 0.147
H 0.7185 3.4788 2.7853 0.062 0.055 -0.012
H -0.4252 5.2332 1.4996 0.000 -0.005 -0.030
H -0.9968 6.0822 -0.7663 0.001 -0.024 0.004
H -0.8878 4.5121 -2.7130 0.008 0.002 0.029
H -0.2179 2.1761 -2.3078 0.019 -0.026 -0.006
```
Positions in Å, forces in eV/Å.

## Properties
Spin multiplicity: 6
Net charge: +2
Frontier orbital gap (spin up / spin down) in eV: 5.6 / 7.5

Results of the Mulliken charge analysis, in e, for atoms 1 through 5: number 1, Sm, carries 1.38; number 2, Cl, carries -0.22; number 3, C, carries 0.73; number 4, C, carries -0.95; number 5, C, carries 1.12

No. 3
# C56H59FeN5O10S4Si2

C56H59FeN5O10S4Si2 as an isolated structure at a distorted geometry (the ωB97M-V functional and the def2-TZVPD basis, the OMol25 dataset).

```
137
Properties=species:S:1:pos:R:3:forces:R:3
Fe 0.0667 0.4504 0.1312 -2.008 0.778 -0.238
N -3.4799 -1.5608 -1.7926 -0.169 0.307 0.769
C -4.4964 -1.9365 -0.9377 0.751 0.178 -0.348
C -5.7568 -2.2205 -1.4535 -0.685 -0.283 0.101
C -6.7842 -2.6069 -0.6090 0.373 0.214 -0.680
C -6.5714 -2.6917 0.7584 0.386 -0.008 0.640
C -5.3198 -2.4065 1.2809 -0.555 -0.265 0.073
C -4.2771 -2.0473 0.4446 1.279 0.158 0.093
S -2.6431 -1.7797 1.0874 -0.347 0.850 -1.782
N -1.8410 -1.0614 -0.1536 0.483 -0.874 4.491
C -2.2803 -0.9881 -1.3850 -0.963 0.318 -3.668
C -1.4705 -0.3341 -2.3588 -0.161 -0.244 0.444
C -1.8754 -0.1244 -3.6970 -0.086 -0.069 -0.043
C -1.0401 0.5145 -4.5721 0.404 -0.011 0.225
C 0.2210 0.9356 -4.1258 -0.293 -0.222 -0.299
C 0.5503 0.7223 -2.8029 0.382 -0.050 -0.053
N -0.2513 0.1216 -1.9391 -0.141 0.337 0.340
H -3.7611 -1.3885 -2.7443 0.078 -0.064 0.012
H -5.9255 -2.1237 -2.5198 -0.003 -0.015 0.008
H -7.7560 -2.8276 -1.0224 -0.096 -0.010 -0.043
H -7.3733 -2.9896 1.4168 -0.044 0.022 0.058
H -5.1357 -2.4721 2.3409 -0.034 -0.029 0.204
H -2.8486 -0.4483 -4.0384 -0.038 0.053 -0.075
H -1.3516 0.6960 -5.5897 -0.038 0.005 -0.106
H 0.9079 1.4330 -4.7871 0.129 0.101 -0.018
H 1.5080 1.0364 -2.4067 0.068 0.078 0.075
O 5.6849 0.2196 0.3158 -0.089 0.122 0.294
S 5.1429 1.1780 -0.6085 0.021 0.420 -0.210
O 5.6206 1.0727 -1.9646 -0.109 0.140 -0.069
N 3.4936 1.2140 -0.5555 1.203 -0.454 -0.255
C 3.0786 2.3236 -0.0261 -1.040 0.225 0.210
S 1.4722 2.6567 0.3501 -0.097 -0.391 -0.172
C 4.1128 3.3404 0.2510 0.695 0.429 0.137
C 3.9482 4.6489 0.6790 0.082 -0.188 -0.055
C 5.0845 5.4238 0.8623 -0.016 0.107 0.032
C 6.3543 4.9060 0.6437 0.033 -0.144 -0.049
C 6.5155 3.5968 0.2076 0.199 -0.017 -0.030
C 5.3833 2.8472 0.0051 -0.595 -0.332 -0.085
H 2.9540 5.0322 0.8521 -0.075 0.046 0.057
H 4.9931 6.4516 1.1813 -0.079 0.091 0.058
H 7.2250 5.5242 0.8077 0.052 0.065 0.010
H 7.4927 3.1787 0.0256 0.155 -0.019 -0.028
C 5.7265 -2.7819 -0.6310 -0.375 -0.018 -0.029
C 4.4205 -3.1130 -1.3525 0.526 -0.021 -0.481
C 3.9712 -1.9222 -2.1901 0.075 -0.098 0.298
C 4.5684 -4.3553 -2.2380 -0.060 0.267 0.294
O 3.4592 -3.4275 -0.3484 0.087 -0.081 0.373
Si 1.8808 -3.1758 -0.1682 -0.708 1.421 -0.052
S 1.5715 -1.0694 0.1404 1.560 -1.163 0.156
O 1.3722 -4.0405 1.0900 -0.341 -0.399 0.266
C 1.8749 -4.3107 2.3943 0.028 -0.229 0.357
C 3.0737 -5.2530 2.2709 -0.275 0.206 -0.034
C 0.7194 -5.0008 3.1271 0.303 0.177 -0.192
C 2.2777 -3.0174 3.0947 -0.175 -0.199 -0.218
O 1.0183 -3.6180 -1.4611 -0.250 -0.256 -0.497
C 0.0900 -4.6584 -1.7410 0.001 -0.252 -0.234
C -0.0237 -4.7012 -3.2686 0.005 0.040 0.414
C 0.6020 -5.9977 -1.2127 -0.052 0.269 -0.059
C -1.2483 -4.3191 -1.0895 0.300 0.025 -0.149
H 6.5034 -2.5512 -1.3555 0.122 0.010 -0.099
H 6.0513 -3.6163 -0.0109 -0.004 -0.135 0.022
H 5.5803 -1.9017 -0.0087 0.055 -0.090 0.010
H 4.7349 -1.6679 -2.9204 0.059 0.001 -0.114
H 3.8234 -1.0579 -1.5472 -0.117 0.021 -0.076
H 3.0359 -2.1519 -2.6974 -0.125 0.033 -0.118
H 5.2728 -4.1581 -3.0414 0.090 0.003 -0.130
H 3.5999 -4.6084 -2.6621 -0.121 -0.055 -0.133
H 4.9261 -5.1996 -1.6531 0.040 -0.110 0.087
H 2.7680 -6.1803 1.7908 -0.016 -0.130 -0.058
H 3.4795 -5.4781 3.2532 0.075 -0.046 0.145
H 3.8348 -4.7790 1.6596 0.164 0.006 -0.025
H 0.4441 -5.9114 2.5968 -0.055 -0.068 -0.027
H -0.1403 -4.3354 3.1566 -0.109 0.062 0.029
H 1.0049 -5.2584 4.1433 0.041 -0.029 0.152
H 3.0919 -2.5388 2.5562 0.106 0.145 -0.002
H 2.5923 -3.2264 4.1140 0.083 -0.036 0.136
H 1.4387 -2.3266 3.1183 -0.068 0.113 -0.008
H 0.9439 -4.9566 -3.6962 0.074 0.007 -0.061
H -0.3245 -3.7248 -3.6410 -0.033 0.115 -0.057
H -0.7522 -5.4452 -3.5794 -0.128 -0.117 -0.054
H 1.5872 -6.2073 -1.6206 0.151 -0.061 -0.078
H -0.0800 -6.7953 -1.4962 -0.070 -0.135 -0.035
H 0.6767 -5.9488 -0.1318 0.006 -0.115 0.137
H -1.6160 -3.3802 -1.4888 -0.055 0.094 -0.079
H -1.1017 -4.2101 -0.0185 -0.029 -0.015 0.180
H -1.9838 -5.0973 -1.2763 -0.103 -0.144 -0.029
O -1.3584 1.7992 -0.1200 0.429 -1.220 0.751
Si -1.9622 3.1187 -0.7203 -0.225 0.994 -0.618
C -0.9017 3.9283 -2.0908 -0.499 -0.247 0.374
C 0.1552 4.7637 -1.7394 -0.010 0.129 0.065
C 0.9503 5.3622 -2.6993 0.121 0.093 0.044
C 0.6965 5.1431 -4.0424 -0.012 0.021 -0.117
C -0.3502 4.3181 -4.4125 -0.024 -0.013 -0.220
C -1.1344 3.7145 -3.4442 -0.166 0.028 0.094
C -2.3298 4.5363 0.4997 0.286 -0.496 -0.339
C -2.5465 4.3107 1.8530 0.006 -0.103 -0.017
C -2.9354 5.3379 2.6952 -0.064 0.013 0.168
C -3.1166 6.6151 2.1924 -0.010 0.092 0.094
C -2.8884 6.8613 0.8493 -0.069 0.184 -0.006
C -2.4996 5.8297 0.0161 -0.019 0.014 -0.096
C -3.6927 2.7624 -1.4508 0.590 0.077 0.152
C -4.3394 3.6529 -2.3005 0.021 0.041 -0.070
C -5.6019 3.3809 -2.7979 -0.081 0.105 -0.124
C -6.2443 2.2090 -2.4390 -0.175 -0.073 0.029
C -5.6352 1.3288 -1.5608 -0.093 -0.130 -0.049
C -4.3689 1.6067 -1.0782 0.087 0.019 0.050
H 0.3576 4.9449 -0.6944 0.038 0.078 0.055
H 1.7696 6.0019 -2.4025 0.075 0.047 0.045
H 1.3040 5.6202 -4.7983 0.081 0.027 -0.061
H -0.5573 4.1425 -5.4597 -0.005 -0.015 -0.102
H -1.9500 3.0691 -3.7437 -0.067 -0.039 -0.068
H -2.4099 3.3132 2.2424 0.051 -0.173 0.123
H -3.1020 5.1432 3.7456 -0.007 -0.018 0.085
H -3.4313 7.4182 2.8448 0.002 0.048 0.058
H -3.0156 7.8590 0.4503 -0.015 0.065 -0.011
H -2.3245 6.0336 -1.0314 0.041 0.054 -0.111
H -3.8434 4.5717 -2.5823 0.042 0.110 -0.068
H -6.0898 4.0816 -3.4631 -0.004 0.036 -0.044
H -7.2286 1.9834 -2.8219 -0.134 0.020 -0.069
H -6.1525 0.4275 -1.2613 -0.046 -0.052 0.069
H -3.8806 0.9397 -0.3828 0.048 -0.187 0.113
O 1.8691 0.5858 2.6915 -0.343 -0.088 0.781
C 0.6818 0.4283 2.9485 1.228 0.174 -0.425
O -0.2560 0.3142 2.0863 -0.635 0.029 -0.720
C 0.2080 0.3372 4.3741 -0.079 0.004 0.190
C 1.1081 -0.0042 5.3803 -0.177 0.080 -0.272
C 0.6785 -0.1076 6.6840 -0.339 -0.018 0.470
C -0.6598 0.1512 6.9878 0.589 0.150 -1.806
C -1.5621 0.5131 5.9853 -0.038 -0.073 0.572
C -1.1254 0.5981 4.6830 0.308 -0.093 -0.082
N -1.1089 0.0379 8.3260 -0.642 -0.200 2.012
O -2.2898 0.2872 8.5731 0.771 -0.158 -0.160
O -0.3015 -0.3111 9.1890 -0.556 0.251 -0.583
H 2.1365 -0.1881 5.1113 0.098 0.008 -0.051
H 1.3459 -0.3877 7.4841 0.055 0.000 -0.002
H -2.5880 0.7121 6.2536 -0.041 0.020 -0.001
H -1.7949 0.8631 3.8800 -0.087 0.014 -0.051
```
Positions in Å, forces in eV/Å.

## Properties
Spin multiplicity: 6
Net charge: -1
Frontier orbital gap (spin up / spin down) in eV: 4.9 / 4.4

Results of the Mulliken charge analysis, in e, for atoms 1 through 5: number 1, Fe, carries 0.13; number 2, N, carries 0.88; number 3, C, carries -0.42; number 4, C, carries -0.69; number 5, C, carries -0.49

No. 4
# C3H8O2PS

A 2-piece molecular cluster, C3H8O2PS overall at a distorted geometry (the ωB97M-V functional and the def2-TZVPD basis, the OMol25 dataset).

```
15
Properties=species:S:1:pos:R:3:forces:R:3
C -2.2126 -1.4170 -1.3908 -1.069 2.156 1.252
C 1.5893 0.5845 1.9367 2.730 -1.084 -2.690
C -1.8903 0.1845 -1.3881 -1.049 -3.298 -0.109
O 3.6440 2.1646 0.7386 0.173 0.302 1.185
O 4.0366 -0.3967 0.6621 -0.872 1.599 2.089
P 3.3910 0.8235 1.2798 -0.769 -2.089 -3.734
S -2.2126 0.7555 0.2248 0.093 1.342 1.598
H -3.0323 -1.5084 -0.6207 0.341 0.096 -1.219
H -2.5320 -1.6044 -2.3853 -0.483 -0.958 -0.964
H -1.5191 -2.1473 -1.0231 1.169 0.040 -0.097
H 1.6857 1.1189 2.8082 -0.879 0.921 2.284
H 1.0079 1.0334 1.1342 -0.313 0.250 0.157
H 1.4895 -0.4963 1.9275 -0.314 0.106 0.604
H -2.5361 0.5486 -2.1842 -0.342 0.411 0.049
H -0.9090 0.3566 -1.7196 1.585 0.207 -0.407
```
Positions in Å, forces in eV/Å.

## Properties
Net charge: -1
Frontier orbital gap in eV: 3.9

Results of the Mulliken charge analysis, in e, for atoms 1 through 5: number 1, C, carries -1.01; number 2, C, carries -0.64; number 3, C, carries -0.51; number 4, O, carries -0.52; number 5, O, carries -0.56

No. 5
# C4H4N4

One molecule with the formula C4H4N4 at a distorted geometry (the ωB97M-V functional and the def2-TZVPD basis, the OMol25 dataset).

```
12
Properties=species:S:1:pos:R:3:forces:R:3
C -1.6590 -0.2248 0.4462 0.861 -3.262 0.446
C 1.4112 -0.8153 -0.5371 -2.201 -0.386 1.170
C 1.6226 0.1039 0.5889 -0.369 4.038 2.329
C -1.2150 0.8951 -0.4276 1.490 3.211 -1.552
H -2.7162 -0.6381 0.9889 3.007 2.242 -1.524
H 1.9787 -0.8539 -1.4799 -0.040 -0.383 0.782
H 2.2372 0.0515 1.6206 -1.190 -0.284 -2.944
H -1.9829 1.3922 -1.1469 1.658 -1.085 1.137
N -0.8063 -1.2380 0.4319 0.320 0.633 -0.552
N 0.2167 -1.3006 -0.5359 -0.561 -0.085 -0.552
N 0.8539 1.2033 0.5542 2.430 -3.229 0.755
N 0.0591 1.4246 -0.5034 -5.405 -1.411 0.505
```
Positions in Å, forces in eV/Å.

## Properties
Structure (SMILES): C1=C\N=N/C=C\N=N/1
Net charge: 0
Frontier orbital gap in eV: 8.9

Results of the Mulliken charge analysis, in e, for atoms 1 through 5: number 1, C, carries 0.00; number 2, C, carries -0.02; number 3, C, carries -0.06; number 4, C, carries -0.03; number 5, H, carries 0.31

Number 1: E -1960.183978 a.u.. Number 2: E -3628.426354 a.u.. Number 3: E -6631.241237 a.u.. Number 4: E -1009.151293 a.u.. Number 5: E -373.635639 a.u..